{
  "formula": "C56H130N6O15",
  "method": "the ωB97M-V functional and the def2-TZVPD basis",
  "homo_energy_ev": -8.0,
  "e_lumo_ev": 0.70,
  "total_charge": 0,
  "orbital_gap_ev": 8.726,
  "de_lowest_kj_mol": 0.0,
  "fmax_ha_per_bohr": 0.062,
  "smiles": "CCOC(=O)OC.CCOC(=O)OC.CCOC(=O)OC.CCOC(=O)OC.CCOC(=O)OC.CCN(CC)CC.CCN(CC)CC.CCN(CC)CC.CCN(CC)CC.CCN(CC)CC.CCN(CC)CC",
  "elements": ["C", "C", "O", "C", "O", "O", "C", "H", "H", "H", "H", "H", "H", "H", "H", "C", "C", "O", "C", "O", "O", "C", "H", "H", "H", "H", "H", "H", "H", "H", "C", "C", "O", "C", "O", "O", "C", "H", "H", "H", "H", "H", "H", "H", "H", "C", "C", "O", "C", "O", "O", "C", "H", "H", "H", "H", "H", "H", "H", "H", "C", "C", "O", "C", "O", "O", "C", "H", "H", "H", "H", "H", "H", "H", "H", "C", "C", "N", "C", "C", "C", "C", "H", "H", "H", "H", "H", "H", "H", "H", "H", "H", "H", "H", "H", "H", "H", "C", "C", "N", "C", "C", "C", "C", "H", "H", "H", "H", "H", "H", "H", "H", "H", "H", "H", "H", "H", "H", "H", "C", "C", "N", "C", "C", "C", "C", "H", "H", "H", "H", "H", "H", "H", "H", "H", "H", "H", "H", "H", "H", "H", "C", "C", "N", "C", "C", "C", "C", "H", "H", "H", "H", "H", "H", "H", "H", "H", "H", "H", "H", "H", "H", "H", "C", "C", "N", "C", "C", "C", "C", "H", "H", "H", "H", "H", "H", "H", "H", "H", "H", "H", "H", "H", "H", "H", "C", "C", "N", "C", "C", "C", "C", "H", "H", "H", "H", "H", "H", "H", "H", "H", "H", "H", "H", "H", "H", "H"],
  "xyz": [[3.12, -1.66, -3.63], [4.07, -1.40, -2.45], [4.75, -2.57, -2.07], [5.91, -2.72, -2.78], [6.27, -2.00, -3.64], [6.57, -3.79, -2.34], [7.74, -4.10, -3.15], [3.62, -2.36, -4.33], [2.81, -0.77, -4.18], [2.24, -2.24, -3.30], [3.42, -1.23, -1.59], [4.74, -0.61, -2.66], [8.61, -3.51, -2.87], [7.44, -3.87, -4.17], [7.93, -5.15, -3.06], [-6.34, 0.49, 0.84], [-6.34, 0.22, -0.64], [-6.30, -1.21, -0.80], [-5.09, -1.75, -1.02], [-4.10, -1.20, -1.41], [-5.15, -3.07, -0.72], [-4.00, -3.76, -1.05], [-7.03, -0.20, 1.35], [-6.74, 1.46, 1.07], [-5.32, 0.46, 1.26], [-5.48, 0.64, -1.10], [-7.26, 0.55, -1.11], [-4.10, -4.79, -0.70], [-3.06, -3.34, -0.67], [-3.91, -3.76, -2.13], [0.50, -4.25, 2.93], [0.26, -3.61, 4.27], [1.53, -3.60, 4.97], [1.61, -2.76, 6.02], [0.69, -2.14, 6.46], [2.85, -2.78, 6.48], [3.14, -2.09, 7.73], [-0.31, -4.03, 2.22], [0.77, -5.30, 2.97], [1.43, -3.79, 2.48], [-0.43, -4.25, 4.82], [-0.08, -2.57, 4.24], [4.19, -1.82, 7.61], [2.90, -2.72, 8.57], [2.50, -1.20, 7.79], [-1.76, 0.42, -2.69], [-2.36, 1.72, -2.22], [-2.96, 2.43, -3.32], [-4.25, 2.82, -3.21], [-4.95, 2.66, -2.25], [-4.64, 3.34, -4.37], [-5.91, 3.98, -4.37], [-1.45, -0.19, -1.81], [-0.93, 0.51, -3.36], [-2.50, -0.16, -3.27], [-1.52, 2.37, -1.87], [-3.11, 1.52, -1.43], [-5.88, 4.96, -3.84], [-6.63, 3.39, -3.86], [-6.21, 4.20, -5.40], [-1.68, -1.51, 0.93], [-0.58, -0.59, 1.43], [-0.32, 0.55, 0.59], [0.51, 0.46, -0.41], [1.03, -0.56, -0.85], [0.72, 1.65, -0.95], [1.70, 1.71, -1.97], [-2.55, -0.93, 0.61], [-1.91, -2.14, 1.76], [-1.46, -2.11, 0.06], [0.38, -1.14, 1.51], [-0.91, -0.19, 2.40], [2.61, 1.19, -1.69], [1.84, 2.77, -2.13], [1.37, 1.28, -2.95], [-0.67, 3.77, -5.26], [0.41, 3.18, -6.09], [0.77, 1.86, -5.70], [-0.19, 0.90, -6.21], [0.00, -0.54, -5.72], [2.06, 1.54, -6.17], [3.16, 2.25, -5.36], [-1.59, 3.19, -5.37], [-0.88, 4.78, -5.63], [-0.46, 3.72, -4.19], [0.08, 3.24, -7.17], [1.28, 3.82, -6.01], [-1.14, 1.19, -5.77], [-0.37, 0.97, -7.30], [-0.78, -1.21, -6.08], [0.93, -1.02, -6.05], [0.00, -0.39, -4.64], [2.19, 1.84, -7.23], [2.24, 0.47, -6.20], [3.27, 1.78, -4.38], [2.89, 3.25, -5.13], [4.14, 2.25, -5.80], [2.07, -4.43, -1.56], [0.75, -3.87, -0.97], [-0.48, -4.62, -1.22], [-0.91, -4.43, -2.61], [-1.02, -2.98, -3.04], [-0.41, -6.03, -0.79], [-1.76, -6.69, -0.77], [2.90, -3.78, -1.30], [2.00, -4.51, -2.65], [2.16, -5.42, -1.13], [0.95, -3.76, 0.12], [0.54, -2.84, -1.26], [-0.25, -4.96, -3.30], [-1.83, -4.98, -2.71], [-0.07, -2.48, -3.08], [-1.57, -2.95, -4.01], [-1.68, -2.52, -2.29], [0.06, -6.01, 0.19], [0.24, -6.59, -1.46], [-1.65, -7.65, -0.20], [-2.06, -6.90, -1.78], [-2.46, -5.99, -0.27], [0.49, 5.15, -0.95], [1.34, 5.16, -2.22], [1.70, 6.42, -2.76], [2.52, 6.27, -3.93], [3.97, 6.04, -3.67], [0.45, 7.15, -3.10], [0.74, 8.61, -3.31], [-0.58, 5.29, -1.19], [0.72, 6.03, -0.32], [0.62, 4.22, -0.32], [2.30, 4.68, -1.99], [0.84, 4.59, -3.09], [2.19, 5.36, -4.48], [2.38, 7.12, -4.58], [4.36, 5.58, -4.55], [4.53, 6.95, -3.50], [4.17, 5.39, -2.84], [-0.22, 7.12, -2.24], [-0.07, 6.73, -4.00], [1.28, 9.05, -2.49], [-0.16, 9.22, -3.60], [1.43, 8.78, -4.16], [3.12, 3.38, 1.45], [3.16, 1.85, 1.63], [4.35, 1.14, 1.11], [4.12, -0.31, 0.92], [3.95, -1.13, 2.19], [5.56, 1.47, 1.78], [6.80, 0.84, 1.17], [3.72, 3.93, 2.20], [2.06, 3.66, 1.62], [3.51, 3.74, 0.51], [3.00, 1.64, 2.67], [2.34, 1.40, 1.07], [4.91, -0.77, 0.33], [3.18, -0.53, 0.41], [3.04, -0.83, 2.75], [4.84, -1.11, 2.82], [3.99, -2.17, 1.88], [5.70, 2.56, 1.76], [5.53, 1.24, 2.92], [6.95, -0.19, 1.50], [6.79, 0.91, 0.06], [7.65, 1.44, 1.51], [-1.02, 1.33, 8.66], [-1.84, 1.69, 7.43], [-1.07, 1.89, 6.16], [-0.55, 0.59, 5.61], [0.76, 0.77, 4.83], [-1.82, 2.72, 5.23], [-1.72, 4.21, 5.50], [-0.43, 0.42, 8.58], [-1.81, 1.26, 9.40], [-0.39, 2.17, 8.89], [-2.63, 0.96, 7.25], [-2.38, 2.64, 7.58], [-0.44, -0.03, 6.50], [-1.30, 0.08, 4.98], [0.61, 1.45, 4.00], [1.51, 1.18, 5.50], [1.08, -0.18, 4.46], [-2.85, 2.39, 5.20], [-1.41, 2.46, 4.23], [-1.97, 4.41, 6.52], [-2.41, 4.73, 4.87], [-0.67, 4.55, 5.40], [-4.19, -0.75, 3.95], [-3.77, -2.06, 4.56], [-3.44, -3.08, 3.55], [-4.41, -3.19, 2.50], [-5.85, -3.42, 2.79], [-3.18, -4.34, 4.19], [-2.78, -5.50, 3.26], [-3.35, -0.24, 3.49], [-4.47, -0.07, 4.75], [-5.04, -0.85, 3.27], [-2.84, -1.89, 5.09], [-4.54, -2.51, 5.21], [-4.27, -2.34, 1.83], [-4.15, -4.06, 1.90], [-6.33, -2.67, 3.46], [-6.44, -3.77, 1.93], [-6.03, -4.32, 3.45], [-4.08, -4.69, 4.78], [-2.44, -4.32, 5.00], [-2.52, -6.32, 3.98], [-1.91, -5.28, 2.64], [-3.62, -5.83, 2.63]]
}